Formula: C9H8N2O
Source: OMol25
Level of theory: wB97M-V/def2-TZVPD

The total energy comes out at -532.4201 a.u. The total charge is 0. The LUMO energy is 0.25 eV. As for the structure (SMILES): C=C(C#N)[C@@H](O)c1ccncc1. The multiplicity is 1. The energy above the lowest of the compared OMol25 structures with the same formula, charge and spin is 66.9 kcal per mole. The value obtained for the strongest force on any atom is 3.93 eV/Å.

Each line ends with the Löwdin charge.
Atoms and positions in Å:
C -2.88252 0.18653 -0.74522  0.11
C -1.82002 0.35339 0.01914  -0.28
C -1.09439 1.63421 -0.20192  -0.17
N -0.40613 2.55705 -0.08137  0.19
C -1.14922 -0.64920 0.82240  -0.35
O -1.55028 -1.90258 0.41767  0.00
C 0.29015 -0.37842 0.39979  -0.20
C 0.62672 -0.68329 -0.91352  -0.02
C 1.95329 -0.68382 -1.28110  -0.14
N 2.85967 -0.14754 -0.50271  0.06
C 2.47535 0.33874 0.66699  -0.17
C 1.26188 0.16954 1.27963  -0.02
H -3.24943 -0.84914 -0.85191  0.09
H -3.35997 0.99679 -1.28827  0.09
H -1.31872 -0.38442 1.88900  0.18
H -1.13535 -2.61232 0.96920  0.15
H -0.11411 -1.21944 -1.43020  0.11
H 2.22027 -0.87794 -2.33666  0.12
H 3.19336 1.01816 1.26846  0.13
H 1.02399 0.55630 2.25039  0.11

Formula: C9H8N2O
Source: OMol25
Level of theory: wB97M-V/def2-TZVPD

The total energy comes out at -532.4977 a.u. The total charge is 0. The LUMO energy is 0.24 eV. As for the structure (SMILES): Nc1ccc(O)c2ncccc12. The multiplicity is 1. The energy above the lowest of the compared OMol25 structures with the same formula, charge and spin is 18.2 kcal per mole. The value obtained for the strongest force on any atom is 3.28 eV/Å.

Each line ends with the Löwdin charge.
Atoms and positions in Å:
N -2.74536 -1.19966 0.23603  0.05
C -1.45813 -0.89818 -0.29497  -0.33
C -0.99329 -1.36993 -1.49556  -0.02
C 0.24219 -0.86592 -2.13149  0.02
C 1.12052 -0.10067 -1.37515  -0.31
O 2.26324 0.34370 -1.89509  0.06
C 0.70968 0.28664 -0.06432  -0.12
N 1.55450 1.03007 0.69571  0.11
C 1.21075 1.32688 1.88286  -0.19
C -0.06538 1.21404 2.36117  -0.07
C -1.03205 0.52305 1.68068  0.01
C -0.62281 -0.04445 0.44718  -0.10
H -2.68850 -1.31668 1.32569  0.11
H -3.09398 -2.09468 -0.23304  0.11
H -1.59812 -2.12028 -2.03031  0.11
H 0.45667 -0.99947 -3.22545  0.13
H 2.71135 0.88421 -1.18206  0.13
H 1.97490 1.82488 2.52482  0.13
H -0.21945 1.62422 3.34560  0.10
H -1.98157 0.20667 2.05077  0.09

Formula: C9H8N2S2
Source: OMol25
Level of theory: wB97M-V/def2-TZVPD

The total energy comes out at -1253.5459 a.u. The total charge is 0. The LUMO energy is -0.46 eV. The multiplicity is 1. The energy above the lowest of the compared OMol25 structures with the same formula, charge and spin is 25.8 kcal per mole. The value obtained for the strongest force on any atom is 6.58 eV/Å.

Each line ends with the Löwdin charge.
Atoms and positions in Å:
S 1.74545 4.96536 -0.49883  0.38
N -0.36196 3.31303 0.22787  0.02
S 1.91387 2.07793 0.33117  1.04
C 0.97081 3.54141 0.16683  -1.14
C 0.47350 1.12759 0.27839  -0.48
C 0.31566 -3.20665 -0.38965  -0.14
C -0.35381 -2.70971 0.65919  -0.05
C 1.12164 -2.34381 -1.03802  -0.07
C -0.26311 -1.24877 0.91250  -0.01
C 1.33679 -0.91111 -0.83310  0.00
C 0.49499 -0.34283 0.14870  -0.25
N -0.55871 1.93136 0.29233  -0.18
C -1.98700 1.45540 0.21952  0.01
H 0.18886 -4.18010 -0.66684  0.09
H -0.92726 -3.48081 1.22404  0.12
H 1.86232 -2.71082 -1.83151  0.13
H -0.92342 -0.93658 1.78785  0.13
H 2.02380 -0.34678 -1.44904  0.10
H -2.60020 2.12575 -0.55189  0.14
H -2.45148 1.42517 1.20002  0.08
H -2.02072 0.45500 -0.18954  0.07

Formula: C9H8NO2S
Source: OMol25
Level of theory: wB97M-V/def2-TZVPD

The total energy comes out at -951.1987 a.u. The total charge is -1. The LUMO energy is 2.87 eV. As for the structure (SMILES): CC[C@@](C#N)(C(=O)[O-])c1ccsc1. The multiplicity is 1. The energy above the lowest of the compared OMol25 structures with the same formula, charge and spin is 20.9 kcal per mole. The value obtained for the strongest force on any atom is 4.35 eV/Å.

Each line ends with the Löwdin charge.
Atoms and positions in Å:
C 2.15222 -0.52268 0.22824  -0.11
C 1.24868 0.05202 1.16240  -0.25
C -0.21639 -0.28772 0.90433  -0.28
C -0.51548 -1.66188 1.11732  -0.23
N -0.76935 -2.76927 1.34550  0.15
C -1.30717 0.59804 1.95065  -0.68
O -2.35149 0.80283 1.37931  0.02
O -0.81354 0.83400 3.01233  0.03
C -0.64885 0.07623 -0.56458  -0.29
C -0.14793 1.18712 -1.31749  -0.16
C -0.60256 1.24103 -2.59960  -0.46
S -1.82585 0.08167 -2.91189  0.92
C -1.51131 -0.63683 -1.28776  -0.32
H 3.17985 -0.27213 0.28334  0.06
H 1.94367 -1.64489 0.16469  0.11
H 1.77277 -0.14506 -0.75158  0.08
H 1.25699 1.09170 1.20047  0.10
H 1.23296 -0.38854 2.09597  0.10
H 0.21216 2.07910 -0.80590  0.12
H -0.30838 1.85603 -3.43758  0.05
H -1.98102 -1.57078 -1.16817  0.05

Values of HOMO-LUMO gap, in order: 9.83, 7.91, 6.98, 7.42, all in eV.